Entry from the OMol25 dataset: a structure of composition C33H28IMnN4O5 (wB97M-V/def2-TZVPD).

Last column: Mulliken charge in e.
Element x y z (Å)
Mn1 -0.2086 -0.1444 -0.0759  0.815
C1 -1.0549 0.4084 3.1429  -1.031
O1 0.0713 0.1738 2.3155  -0.013
C2 1.1948 0.9427 2.5211  0.709
C3 1.5264 1.5018 3.7388  -0.760
C4 2.7485 2.1591 3.8867  -0.660
C5 3.6181 2.2358 2.8131  -0.888
C6 3.2628 1.7019 1.5795  -0.296
C7 2.0363 1.0692 1.3975  -0.090
N1 1.5725 0.5981 0.1814  0.473
N2 2.5278 -0.1588 -0.5497  0.662
C8 2.5985 0.2389 -1.9572  -0.243
C9 1.3890 0.2876 -2.6637  0.606
O2 0.2394 0.1167 -2.1226  -0.443
C10 1.4942 0.5804 -4.0783  -1.060
C11 2.6953 0.8053 -4.6731  -0.994
C12 3.9191 0.7770 -3.9395  0.692
C13 5.1671 1.0198 -4.5468  -0.708
C14 6.3297 0.9876 -3.8238  -0.669
C15 6.2701 0.7068 -2.4410  -0.859
C16 5.0743 0.4616 -1.8247  -0.349
C17 3.8546 0.4884 -2.5565  0.628
H1 -0.8776 0.0482 4.1597  0.333
H2 -1.8750 -0.1522 2.6992  0.195
H3 -1.3014 1.4728 3.1570  0.377
H4 0.8579 1.4109 4.5842  0.354
H5 3.0104 2.5971 4.8410  0.389
H6 4.5709 2.7382 2.9262  0.386
H7 3.9193 1.7988 0.7239  0.457
H8 0.5815 0.6135 -4.6592  0.456
H9 2.7275 1.0148 -5.7374  0.343
H10 5.1895 1.2357 -5.6098  0.368
H11 7.2818 1.1766 -4.3022  0.377
H12 7.1852 0.6897 -1.8609  0.390
H13 5.0316 0.2488 -0.7640  0.410
C18 -1.7378 4.0424 0.7775  -1.070
C19 -2.8179 3.0174 0.5965  0.636
N3 -4.0887 3.4087 0.7125  -0.800
C20 -5.0377 2.4864 0.5131  -0.750
C21 -4.7985 1.1607 0.2286  0.370
C22 -5.9403 0.2226 -0.0060  -0.836
O3 -6.0859 -0.1580 -1.3830  -0.574
C23 -3.4491 0.7086 0.1433  0.461
C24 -3.1363 -0.6431 -0.1238  -1.351
N4 -1.9018 -1.2178 -0.0108  0.814
C25 -1.8089 -2.5037 -0.5776  -0.682
C26 -2.0928 -2.7112 -1.9297  0.342
C27 -1.9851 -3.9633 -2.5081  -0.891
C28 -1.5830 -5.0494 -1.7433  -0.595
C29 -1.2915 -4.8681 -0.3993  -0.304
C30 -1.4062 -3.6105 0.1708  -0.009
I1 -0.9646 -3.3875 2.2020  0.017
C31 -2.4452 1.6960 0.3190  0.318
O4 -1.1572 1.4179 0.2163  -0.616
H14 -2.1897 4.9986 1.0345  0.402
H15 -1.1483 4.1476 -0.1358  0.246
H16 -1.0326 3.7439 1.5569  0.178
H17 -6.0639 2.8352 0.5924  0.309
H18 -6.8780 0.7019 0.2792  0.363
H19 -5.8264 -0.6828 0.6030  0.293
H20 -5.2160 -0.0794 -1.7892  0.430
H21 -3.9427 -1.3209 -0.3860  0.613
H22 -2.3685 -1.8471 -2.5218  0.507
H23 -2.2014 -4.0878 -3.5617  0.362
H24 -1.4919 -6.0330 -2.1854  0.385
H25 -0.9786 -5.7059 0.2092  0.385
C32 3.1857 -2.5184 -0.9674  -1.531
C33 2.1715 -1.5117 -0.5242  0.507
O5 1.0313 -1.8648 -0.1889  -0.313
H26 3.3106 -3.2388 -0.1571  0.398
H27 4.1344 -2.0466 -1.2047  0.324
H28 2.8105 -3.0591 -1.8360  0.308

LUMO (alpha / beta)	0.0813 / 0.0812	hartree
charge	-1
gap between HOMO and LUMO (alpha / beta)	5.18 / 7.08	eV
2S+1	6
F_max	0.84	eV Å⁻¹
<S²>	8.825
highest occupied orbital energy (alpha / beta)	-2.97 / -4.87	eV

Entry from the OMol25 dataset: a structure of composition C33H28IN4O3PS4Sc (wB97M-V/def2-TZVPD).

Last column: Mulliken charge in e.
Element x y z (Å)
Sc1 -1.4027 -1.0961 -0.8498  -0.464
O1 1.0004 0.4296 -4.0786  -0.843
C1 0.5066 -0.1740 -3.1231  -0.160
N1 -0.6320 0.0851 -2.4769  0.237
C2 -1.4393 1.1340 -3.0493  -1.050
C3 -2.9039 0.7913 -2.9449  0.701
C4 -3.8417 1.4909 -3.6937  -0.839
C5 -5.1740 1.1311 -3.6122  -0.361
C6 -5.5310 0.0763 -2.7888  -1.248
C7 -4.5432 -0.5694 -2.0664  -0.269
N2 -3.2548 -0.2134 -2.1337  0.812
C8 1.1975 -1.4144 -2.6007  0.607
C9 2.3050 -1.9385 -3.2465  -0.629
C10 2.8481 -3.1180 -2.7672  -0.499
C11 2.2709 -3.7321 -1.6639  -0.875
C12 1.1672 -3.1397 -1.0755  -0.591
N3 0.6557 -1.9959 -1.5303  1.132
H1 -1.2627 2.1020 -2.5567  0.068
H2 -1.1797 1.2803 -4.1019  0.605
H3 -3.5123 2.2975 -4.3365  0.446
H4 -5.9219 1.6631 -4.1878  0.390
H5 -6.5561 -0.2536 -2.6949  0.438
H6 -4.7719 -1.3943 -1.4053  0.297
H7 2.6939 -1.4081 -4.1038  0.561
H8 3.7110 -3.5606 -3.2498  0.433
H9 2.6533 -4.6619 -1.2670  0.459
H10 0.6683 -3.5775 -0.2215  0.548
S1 -4.4968 -1.4008 0.8658  -0.423
S2 -3.9976 -3.4056 0.8225  -0.052
S3 -3.9038 -3.9145 -1.1475  -0.179
S4 -2.0119 -3.3925 -1.8766  -0.396
O2 -1.1007 -1.9118 0.9351  0.799
C13 -0.6689 -2.2425 2.0598  -1.683
C14 0.8083 -2.2511 2.3290  1.240
C15 1.3134 -3.3083 3.1092  -0.958
C16 2.5021 -3.1906 3.7879  -0.595
C17 3.2131 -1.9850 3.7696  -0.731
C18 2.7561 -0.9538 2.9778  -0.491
C19 1.5940 -1.0893 2.2040  -0.219
P1 1.1801 0.1593 0.9375  2.162
C20 0.6935 1.6376 1.9040  -0.239
C21 0.6461 2.8906 1.2869  -0.152
C22 0.1912 4.0049 1.9736  -1.002
C23 -0.2686 3.8790 3.2804  -0.548
C24 -0.2743 2.6308 3.8846  -0.678
C25 0.2061 1.5184 3.2033  -0.699
C26 2.8884 0.5880 0.3883  -0.180
C27 3.5295 -0.3553 -0.4166  -0.207
C28 4.7914 -0.1180 -0.9340  -0.695
C29 5.4485 1.0728 -0.6527  -0.634
C30 4.8385 2.0048 0.1720  -0.709
C31 3.5715 1.7629 0.6897  -0.132
H11 0.7191 -4.2116 3.1926  0.473
H12 2.8690 -4.0243 4.3756  0.372
H13 4.1186 -1.8715 4.3517  0.401
H14 3.3321 -0.0373 2.9105  0.426
H15 0.9669 2.9918 0.2552  0.633
H16 0.1865 4.9726 1.4859  0.404
H17 -0.6262 4.7483 3.8184  0.376
H18 -0.6545 2.5163 4.8921  0.415
H19 0.1969 0.5474 3.6842  0.437
H20 3.0442 -1.3012 -0.6211  0.183
H21 5.2563 -0.8635 -1.5675  0.463
H22 6.4268 1.2708 -1.0722  0.359
H23 5.3489 2.9270 0.4219  0.434
H24 3.1263 2.4994 1.3460  0.401
N4 -3.2798 0.8975 1.9189  -0.099
C32 -2.6310 1.3958 0.8774  -0.033
O3 -1.8389 0.7072 0.2211  0.968
C33 -2.8032 2.8528 0.5412  -1.320
I1 -4.7633 3.2128 -0.2145  0.053
H25 -3.3697 -0.1406 1.9452  0.055
H26 -4.0345 1.4292 2.3221  0.260
H27 -2.0994 3.1371 -0.2313  0.384
H28 -2.6911 3.4797 1.4197  0.452

LUMO	0.0692	hartree
charge	-1
gap between HOMO and LUMO	5.59	eV
F_max	1.03	eV Å⁻¹
highest occupied orbital energy	-3.71	eV

Entry from the OMol25 dataset: a cluster of 5 separate species, C33H28N7O8 in total (wB97M-V/def2-TZVPD).

Last column: Mulliken charge in e.
Element x y z (Å)
C1 -0.4709 -2.5653 1.8192  -0.558
C2 0.5658 -2.1826 0.9830  -0.216
C3 0.3052 -1.8572 -0.3425  0.226
C4 1.3858 -1.4244 -1.2348  -0.107
C5 2.1691 -0.3455 -0.9468  0.421
C6 3.2047 -0.0104 -1.8288  -0.510
N1 3.4755 -0.6830 -2.9293  -0.809
N2 2.6786 -1.6998 -3.1723  0.417
C7 1.6688 -2.1114 -2.4127  -0.278
C8 -1.0121 -1.9235 -0.7811  -0.240
C9 -1.9798 -2.2949 0.1422  -0.627
N3 -1.7398 -2.6193 1.4130  -0.547
H1 -0.2426 -2.8170 2.8415  0.415
H2 1.5736 -2.1342 1.3684  0.553
H3 2.0166 0.2266 -0.0462  0.299
H4 3.8421 0.8211 -1.5787  0.511
H5 2.8854 -2.2165 -4.0190  0.276
H6 1.0982 -2.9769 -2.7043  0.629
H7 -1.2735 -1.6784 -1.7935  0.637
H8 -3.0107 -2.3161 -0.1834  0.410
C10 8.2929 -2.7112 -0.9145  -0.485
C11 8.2176 -3.8068 -0.0623  -0.462
C12 6.9873 -4.2543 0.3951  -0.494
C13 5.8510 -3.5866 -0.0176  -0.116
C14 5.9068 -2.4942 -0.8564  0.182
C15 7.1358 -2.0512 -1.3123  -0.346
N4 4.5250 -4.0409 0.4299  0.967
O1 4.4683 -4.9811 1.1825  -0.570
O2 3.5495 -3.4347 0.0041  -0.587
H9 9.2560 -2.3719 -1.2709  0.394
H10 9.1196 -4.3164 0.2451  0.391
H11 6.9209 -5.1051 1.0567  0.476
H12 4.9946 -2.0037 -1.1559  0.288
H13 7.1941 -1.1986 -1.9749  0.409
C16 -4.3990 2.0307 -5.4921  -0.430
C17 -3.3685 1.1356 -5.7499  -0.491
C18 -3.1966 0.0238 -4.9424  -0.323
C19 -4.0683 -0.1725 -3.8861  0.208
C20 -5.0987 0.7082 -3.6111  -0.385
C21 -5.2598 1.8186 -4.4233  -0.494
N5 -3.9063 -1.3578 -3.0348  1.104
O3 -2.9738 -2.1118 -3.2654  -0.653
O4 -4.7037 -1.5257 -2.1398  -0.601
H14 -4.5338 2.8947 -6.1287  0.391
H15 -2.7021 1.3014 -6.5848  0.376
H16 -2.4023 -0.6799 -5.1400  0.453
H17 -5.7666 0.5342 -2.7808  0.473
H18 -6.0608 2.5163 -4.2245  0.388
C22 -3.5372 -0.2654 2.8501  -0.178
C23 -3.2502 0.8070 2.0159  -0.188
C24 -3.7921 2.0556 2.2718  -0.423
C25 -4.6145 2.2107 3.3717  -0.209
C26 -4.9226 1.1554 4.2105  -0.380
C27 -4.3777 -0.0915 3.9426  -0.770
N6 -5.1652 3.5444 3.6607  1.028
O5 -4.8761 4.4466 2.8983  -0.609
O6 -5.8626 3.6658 4.6431  -0.605
H19 -3.1021 -1.2343 2.6432  0.435
H20 -2.5970 0.6689 1.1633  0.469
H21 -3.5748 2.8939 1.6264  0.558
H22 -5.5718 1.3008 5.0610  0.493
H23 -4.6047 -0.9264 4.5905  0.418
C28 0.0094 5.4442 2.9949  -0.514
C29 -0.8256 4.3516 3.1934  -0.518
C30 -0.3802 3.0768 2.8886  -0.259
C31 0.9004 2.9206 2.3877  0.108
C32 1.7470 3.9963 2.1801  -0.397
C33 1.2911 5.2667 2.4875  -0.515
N7 1.3712 1.5686 2.0806  1.030
O7 0.6058 0.6425 2.2422  -0.505
O8 2.5125 1.4289 1.6594  -0.705
H24 -0.3394 6.4383 3.2396  0.417
H25 -1.8220 4.4921 3.5889  0.392
H26 -1.0207 2.2210 3.0432  0.622
H27 2.7432 3.8509 1.7908  0.452
H28 1.9372 6.1196 2.3352  0.388

LUMO	-0.1665	hartree
charge	+1
gap between HOMO and LUMO	7.19	eV
F_max	0.79	eV Å⁻¹
highest occupied orbital energy	-11.72	eV

Entry from the OMol25 dataset: a structure of composition C33H29Br2CsN11O3S2 (wB97M-V/def2-TZVPD).

Last column: Mulliken charge in e.
Element x y z (Å)
Cs1 -0.2973 0.1916 -0.0268  1.167
C1 3.5125 -1.9478 2.0917  -1.310
C2 2.2386 -1.2180 2.3809  0.330
N1 2.0033 0.0119 2.1511  -0.111
N2 2.9926 0.6869 1.4416  -0.077
C3 2.9826 2.0500 1.4759  0.096
N3 3.4552 2.5962 0.3286  -0.416
S1 2.5109 2.9481 2.7950  -0.395
C4 1.0532 -1.9743 2.8911  0.208
C5 0.9354 -2.3736 4.2115  -0.337
C6 -0.2373 -3.0020 4.6060  -0.520
C7 -1.2279 -3.2286 3.6687  -0.451
C8 -0.9946 -2.8281 2.3612  -0.577
N4 0.1148 -2.2102 1.9691  -0.121
H1 3.4736 -2.3938 1.0943  0.235
H2 3.6547 -2.7543 2.8111  0.468
H3 4.3574 -1.2607 2.1218  0.332
H4 3.1722 0.2794 0.5187  0.264
H5 3.3093 2.0550 -0.5216  0.314
H6 3.4340 3.5987 0.2793  0.221
H7 1.7237 -2.1595 4.9214  0.432
H8 -0.3755 -3.2899 5.6406  0.397
H9 -2.1781 -3.6750 3.9254  0.439
H10 -1.7432 -2.9926 1.5962  0.554
C9 -1.6095 1.9897 -3.4224  -1.164
C10 -0.4198 1.2319 -3.9436  0.586
C11 -0.3165 0.8668 -5.3043  -0.729
C12 0.7614 0.1460 -5.7277  -0.976
C13 1.7724 -0.2198 -4.8104  1.436
C14 2.9252 -0.9754 -5.1367  -0.112
Br1 3.1983 -1.5905 -6.9197  -0.283
C15 3.8559 -1.2761 -4.1859  -0.626
C16 3.6847 -0.8300 -2.8702  0.231
Br2 5.0056 -1.2626 -1.5770  -0.245
C17 2.5960 -0.0693 -2.4380  -0.882
O1 2.4387 0.3632 -1.2507  -0.489
C18 1.6012 0.2173 -3.4756  0.312
N5 0.5127 0.9150 -3.0761  -0.133
H11 -2.2264 2.3782 -4.2326  0.402
H12 -1.2757 2.8193 -2.7987  0.290
H13 -2.2389 1.3442 -2.8054  0.143
H14 -1.0929 1.1543 -6.0024  0.380
H15 0.8522 -0.1501 -6.7644  0.310
H16 4.7316 -1.8562 -4.4412  0.415
O2 -2.4817 0.0064 3.1466  -0.522
N6 -3.0086 0.3740 2.0803  0.251
C19 -3.9120 -0.4519 1.5208  0.403
C20 -4.4901 -0.0350 0.2985  0.334
N7 -4.9626 0.3038 -0.6996  -0.910
C21 -4.2608 -1.7071 2.0944  0.190
N8 -4.5432 -2.7242 2.5580  -0.626
C22 -1.8151 -2.3214 -3.8948  -0.840
C23 -2.6007 -1.6726 -2.7807  0.544
N9 -3.7417 -1.0407 -3.1252  -0.193
O3 -2.2047 -1.7018 -1.6236  -0.555
H17 -2.4075 -2.4899 -4.7937  0.368
H18 -1.4122 -3.2638 -3.5311  0.295
H19 -0.9743 -1.6726 -4.1479  0.024
H20 -4.0462 -1.0092 -4.0799  0.154
H21 -4.2710 -0.5527 -2.4068  0.279
S2 -3.7851 5.0384 4.2804  -0.272
C24 -2.7424 4.3208 3.0396  0.215
C25 -1.8418 3.3262 3.3757  -0.519
C26 -1.1315 2.7170 2.3517  -0.405
N10 -1.2685 3.0499 1.0722  -0.021
C27 -2.0853 4.0570 0.7710  -0.435
C28 -2.8533 4.7189 1.7126  -0.302
C29 -5.0721 3.8331 4.3936  0.391
C30 -5.0681 2.6032 3.7452  0.119
C31 -6.1477 1.7541 3.9447  -0.485
N11 -7.1925 2.0332 4.7209  -0.592
C32 -7.1729 3.2120 5.3403  -0.396
C33 -6.1549 4.1379 5.2152  -0.452
H22 -1.7302 2.9938 4.3977  0.398
H23 -0.4463 1.9095 2.5845  0.467
H24 -2.1683 4.3103 -0.2805  0.336
H25 -3.5441 5.4995 1.4249  0.431
H26 -4.2532 2.2871 3.1079  0.114
H27 -6.1618 0.7887 3.4505  0.497
H28 -8.0275 3.4326 5.9721  0.340
H29 -6.2037 5.0814 5.7441  0.366

LUMO	0.0674	hartree
charge	-1
gap between HOMO and LUMO	7.06	eV
F_max	0.30	eV Å⁻¹
highest occupied orbital energy	-5.23	eV